Molecular formula: C6H11N
Method: DFT, the ωB97M-V functional and the def2-TZVPD basis

Summary:
* orbital gap (alpha / beta): 8.71 / 8.03 eV
* multiplicity: 2
* highest occupied orbital energy (alpha / beta): -13.421 / -14.810 eV
* ΔE to the lowest compared entry with this formula, charge and spin: 157.7 kJ/mol
* net charge: +1
* LUMO energy (alpha / beta): -4.7 / -6.8 eV

Each line ends with the Mulliken spin population.
CARTESIAN COORDINATES (ANGSTROEM)
C 2.517 -0.417 -1.058  0.006
N 1.462 -1.047 -0.208  0.105
C 0.277 -0.179 -0.154  0.172
C -0.576 -0.404 0.953  0.172
C -1.875 0.116 0.911  0.005
C -2.892 -0.179 1.770  0.445
C 0.043 0.886 -1.195  -0.005
H 2.672 0.593 -0.622  0.009
H 3.506 -0.882 -0.932  -0.001
H 2.162 -0.382 -2.079  0.002
H 1.810 -0.862 0.742  0.005
H -0.138 -0.856 1.870  -0.002
H -2.274 0.721 0.093  0.027
H -3.720 0.490 1.944  0.014
H -2.861 -1.178 2.221  0.018
H -0.779 1.599 -0.882  0.003
H -0.281 0.506 -2.162  0.015
H 0.946 1.475 -1.211  0.009